Formula: C18H24ClF3N2O3S
Source: the OMol25 dataset
Level of theory: wB97M-V/def2-TZVPD

Computed properties:
- SMILES = O=S(=O)(NCC1(N2CCOCC2)CCCCC1)c1ccc(Cl)cc1C(F)(F)F
- energy relative to the best compared isomer or geometry (same formula, charge and spin) (kcal/mol) = 0.0
- HOMO energy (eV) = -8.399
- DFT total energy (a.u.) = -2193.4992
- LUMO (eV) = 0.2

Each line ends with the Mulliken charge.
Positions of all 52 atoms, in Å:
O  -0.354  1.906  0.455  -0.7547
S  -1.010  0.825  1.128  1.9041
O  -2.431  0.707  1.020  -0.6782
N  -0.291  -0.634  0.833  -0.2120
H  -0.992  -1.298  0.545  0.4922
C  0.914  -0.679  0.040  -1.6256
H  1.575  0.067  0.478  0.2362
H  1.352  -1.668  0.195  0.4346
C  0.716  -0.389  -1.490  1.6334
N  -0.737  -0.308  -1.706  0.8567
C  -1.287  0.698  -2.595  -0.6244
H  -0.858  1.670  -2.367  0.4478
C  -2.798  0.806  -2.357  -0.7335
O  -3.453  -0.424  -2.564  -0.4725
C  -2.923  -1.386  -1.686  -0.6044
H  -3.460  -2.316  -1.882  0.3997
C  -1.422  -1.570  -1.937  -1.0890
H  -1.041  -2.343  -1.267  0.5654
H  -1.294  -1.915  -2.979  0.3814
H  -3.090  -1.069  -0.646  0.2221
H  -3.241  1.513  -3.060  0.4091
H  -2.966  1.148  -1.326  0.2847
H  -1.108  0.449  -3.657  0.2779
C  1.412  0.934  -1.854  -1.4822
H  1.198  1.166  -2.899  0.6597
C  2.932  0.883  -1.707  -0.7411
C  3.518  -0.213  -2.587  -0.7932
C  2.895  -1.548  -2.203  -0.6957
C  1.375  -1.502  -2.337  -1.1045
H  0.976  -2.479  -2.061  0.3182
H  1.122  -1.320  -3.385  0.4332
H  3.171  -1.791  -1.175  0.3424
H  3.283  -2.341  -2.847  0.4166
H  4.602  -0.256  -2.469  0.3920
H  3.302  0.004  -3.635  0.3308
H  3.218  0.704  -0.669  0.3205
H  3.340  1.854  -1.996  0.4115
H  1.010  1.728  -1.226  0.2136
C  -0.630  1.076  2.890  -0.2838
C  -0.223  2.357  3.226  -0.4458
C  0.057  2.706  4.534  -0.8337
C  -0.075  1.746  5.528  0.3258
C  -0.480  0.457  5.214  -1.0183
C  -0.765  0.123  3.893  -0.0128
C  -1.156  -1.305  3.614  0.9428
F  -1.601  -1.928  4.717  -0.3026
F  -0.104  -2.035  3.192  -0.2483
F  -2.117  -1.455  2.700  -0.2491
H  -0.578  -0.281  5.995  0.5353
Cl  0.269  2.145  7.162  -0.2080
H  0.374  3.706  4.784  0.4403
H  -0.125  3.073  2.426  0.5856

Formula: C5H36NO15
Source: the OMol25 dataset
Level of theory: wB97M-V/def2-TZVPD

Computed properties:
- energy relative to the best compared isomer or geometry (same formula, charge and spin) (kcal/mol) = 103.6
- HOMO energy (eV) = -6.328
- DFT total energy (a.u.) = -1395.4656
- LUMO (eV) = 2.5
- charge = -1

Each line ends with the Mulliken charge.
Positions of all 57 atoms, in Å:
O  -1.448  -0.151  -0.103  -0.0774
C  -0.316  -0.567  -0.195  -0.0507
C  0.747  -0.119  0.802  0.7061
C  1.782  -1.207  1.181  -1.1716
C  1.171  -2.583  1.476  -1.3775
N  0.213  0.346  2.136  -0.0665
C  -0.717  1.454  1.935  -0.5955
O  -1.977  1.169  2.586  -0.6416
H  0.050  -1.081  -1.089  0.4635
H  1.297  0.775  0.462  0.0636
H  2.592  -1.260  0.447  0.5175
H  2.151  -0.858  2.140  0.6301
H  0.520  -2.543  2.350  0.2786
H  0.685  -2.995  0.582  0.3062
H  1.877  -3.366  1.693  0.4577
H  -0.113  -0.427  2.696  0.3393
H  -0.407  2.323  2.557  0.3454
H  -0.917  1.717  0.910  0.2787
H  -4.189  -0.204  0.170  0.3359
H  -3.567  -0.995  -0.806  0.3100
O  -4.072  -1.160  0.053  -0.7011
H  -0.759  0.049  -4.049  0.1154
H  -1.716  1.397  -3.166  0.4097
O  -0.602  0.299  -3.129  -1.1220
H  -0.052  1.935  -1.443  0.1060
H  1.339  2.600  -1.016  0.4264
O  0.382  2.555  -0.937  -0.6831
H  -2.766  -2.868  -1.994  0.3793
H  -2.055  -2.580  -3.251  0.3239
O  -2.340  -3.336  -2.725  -0.7052
H  0.914  0.482  5.102  0.2814
H  0.241  1.542  4.385  0.3245
O  1.136  1.314  4.664  -0.6573
H  -2.393  0.475  2.060  0.3269
H  -1.893  2.937  -2.768  0.2755
O  -2.389  2.151  -2.998  -0.7435
H  -2.156  -0.175  -2.581  0.4309
H  -3.612  0.301  -2.401  0.3560
O  -3.065  -0.472  -2.331  -0.7095
H  -0.093  -1.431  -2.950  0.1005
H  -0.069  -2.990  -2.885  0.4164
O  0.459  -2.225  -3.136  -0.6699
H  1.936  1.197  -4.113  0.2086
H  0.793  0.791  -3.113  0.4547
O  1.775  1.095  -3.177  -0.6807
H  2.351  1.633  2.163  0.4190
H  1.515  0.774  2.962  0.3091
O  2.460  1.031  2.908  -0.8964
H  2.855  1.540  -1.637  0.3531
H  3.338  2.942  -1.619  0.3231
O  3.122  2.231  -1.007  -0.7546
H  4.095  0.959  0.172  0.3365
H  3.545  0.377  1.572  0.3602
O  4.313  0.675  1.055  -0.7341
H  -2.263  -1.576  3.812  0.2980
H  -2.116  -2.051  2.401  0.2995
O  -1.591  -1.845  3.187  -0.6288

Formula: C12H23N2O3P2Pt
Source: the OMol25 dataset
Level of theory: wB97M-V/def2-TZVPD

Computed properties:
- spin multiplicity = 5
- HOMO energy (alpha / beta) (eV) = -17.439 / -20.071
- <S²> = 6.05
- DFT total energy (a.u.) = -1607.0918
- LUMO (alpha / beta) (eV) = -10.0 / -13.6
- charge = +3

Each line ends with the Löwdin spin population.
Positions of all 43 atoms, in Å:
Pt  -0.248  1.082  0.520  1.1090
P  1.616  0.205  1.509  0.2536
C  1.967  -1.286  0.575  0.3929
C  0.724  -2.002  0.246  0.0350
N  -0.388  -1.245  0.069  0.2506
C  -1.549  -1.733  -0.361  0.0556
C  -1.696  -3.089  -0.570  0.1189
C  -0.626  -3.931  -0.312  -0.0096
C  0.580  -3.398  0.124  0.1329
C  -2.673  -0.794  -0.681  0.0167
P  -2.010  0.905  -0.839  0.1949
H  1.443  -4.007  0.372  0.0048
H  -2.636  -3.424  -0.972  0.0052
H  -0.707  -4.991  -0.504  -0.0022
H  -3.179  -1.056  -1.618  0.0034
H  -3.429  -0.792  0.112  0.0010
H  2.648  -1.133  -0.559  0.0689
H  2.677  -1.977  1.137  0.0217
H  2.199  0.303  -1.875  0.0028
O  2.672  -0.746  -1.530  0.1454
H  3.499  -1.034  -2.033  0.0046
H  0.916  1.256  -1.204  0.0415
O  1.794  1.368  -1.848  0.0557
H  1.543  1.773  -2.755  0.0016
C  -1.614  1.045  -2.570  0.0438
H  -2.533  0.798  -3.112  0.0101
H  -1.335  2.077  -2.777  0.0005
H  -0.812  0.367  -2.875  0.0013
C  -3.331  2.076  -0.553  0.0407
H  -2.899  3.056  -0.805  -0.0002
H  -4.169  1.830  -1.225  0.0094
H  -3.653  2.067  0.501  -0.0003
C  1.366  0.185  3.295  0.0536
H  2.268  -0.199  3.788  0.0085
H  1.193  1.206  3.664  0.0031
H  0.503  -0.420  3.610  -0.0002
C  3.057  1.225  1.312  0.0412
H  2.894  2.126  1.911  -0.0003
H  3.897  0.645  1.705  0.0122
H  3.203  1.468  0.258  0.0017
O  -1.524  4.167  3.069  0.2854
C  -1.058  3.402  2.291  0.1243
N  -0.585  2.625  1.507  0.4601

Formula: C31H36MoN7O4S
Source: the OMol25 dataset
Level of theory: wB97M-V/def2-TZVPD

Computed properties:
- energy relative to the best compared isomer or geometry (same formula, charge and spin) (kcal/mol) = 0.0
- HOMO energy (alpha / beta) (eV) = -10.036 / -10.035
- DFT total energy (a.u.) = -2353.4567
- LUMO (alpha / beta) (eV) = -3.2 / -3.2
- charge = +1

Each line ends with the Mulliken charge.
Positions of all 80 atoms, in Å:
Mo  0.381  -0.056  0.771  -0.1071
O  -1.253  -0.070  -0.282  0.0747
C  -2.256  0.698  -0.613  0.4896
C  -3.508  0.136  -0.907  -0.5357
C  -4.550  0.956  -1.280  -0.5492
C  -4.384  2.342  -1.393  -0.9489
C  -3.154  2.899  -1.134  -0.5357
C  -2.079  2.088  -0.737  0.3091
C  -0.774  2.647  -0.546  -1.0142
N  0.262  2.015  -0.111  0.5799
C  1.492  2.805  -0.023  -0.8097
C  2.637  1.870  -0.294  -0.9401
N  2.483  0.751  0.627  -0.0133
C  3.564  0.175  1.012  -0.2380
C  3.627  -0.951  1.899  0.6627
C  4.854  -1.573  2.169  -0.7867
C  4.927  -2.610  3.071  -0.7811
C  3.770  -3.020  3.737  -0.6527
C  2.554  -2.413  3.500  -0.3745
C  2.466  -1.377  2.563  0.0864
O  1.296  -0.810  2.327  -0.1116
H  -3.617  -0.938  -0.850  0.5030
H  -5.515  0.517  -1.499  0.4677
H  -5.216  2.965  -1.688  0.4438
H  -3.001  3.967  -1.237  0.5043
H  -0.661  3.698  -0.821  0.4242
H  1.585  3.209  0.991  0.2327
H  1.470  3.637  -0.731  0.4381
H  3.598  2.369  -0.148  0.5469
H  2.581  1.497  -1.322  0.2224
H  4.518  0.569  0.657  0.3488
H  5.744  -1.227  1.658  0.4242
H  5.871  -3.095  3.272  0.4312
H  3.826  -3.829  4.454  0.4530
H  1.654  -2.724  4.011  0.5176
C  3.138  -5.210  -0.408  -0.9790
C  2.029  -4.582  -1.239  -0.4698
N  0.880  -4.243  -0.420  -0.1688
C  0.535  -3.030  0.027  0.6803
S  1.336  -1.623  -0.672  -0.2975
N  -0.412  -3.008  0.943  -2.1205
N  -0.726  -1.776  1.385  1.8769
C  -1.674  -1.600  2.240  -0.0499
C  -2.491  -2.733  2.769  -2.2045
C  -1.909  -0.218  2.695  1.7561
C  -3.008  0.102  3.489  -1.1743
C  -3.180  1.401  3.929  -0.6105
C  -2.249  2.368  3.580  -1.0798
C  -1.194  1.991  2.770  -0.1565
N  -1.029  0.746  2.327  1.1423
H  3.965  -5.512  -1.049  0.3870
H  3.511  -4.500  0.332  0.1527
H  2.783  -6.097  0.118  0.3431
H  2.384  -3.670  -1.715  0.3036
H  1.701  -5.249  -2.038  0.3826
H  0.430  -4.995  0.084  0.2758
H  -1.941  -3.662  2.643  0.4105
H  -2.728  -2.597  3.822  0.5180
H  -3.429  -2.826  2.216  0.3395
H  -3.724  -0.660  3.755  0.5138
H  -4.034  1.656  4.541  0.4578
H  -2.336  3.390  3.917  0.4905
H  -0.445  2.707  2.454  0.4294
O  -1.633  -1.376  -5.237  -0.5847
C  -1.499  -0.663  -4.126  -0.0416
O  -1.110  -1.124  -3.086  -0.4060
C  -1.885  0.817  -4.275  0.9669
N  -2.256  1.118  -5.666  -0.5768
C  -1.352  2.152  -6.198  -0.6939
C  -0.101  2.001  -5.341  -0.7649
C  -0.689  1.725  -3.958  -0.1190
H  -2.710  0.989  -3.579  0.1133
H  -3.230  1.366  -5.763  0.2488
H  -1.956  -0.733  -5.913  0.4321
H  -1.774  3.156  -6.072  0.3076
H  -1.166  1.993  -7.260  0.3849
H  0.531  2.887  -5.373  0.4096
H  0.491  1.150  -5.682  0.3230
H  -1.045  2.656  -3.510  0.1155
H  -0.002  1.246  -3.260  -0.0252